1.
Entry from OMol25: an isolated molecule of C6H6 at a distorted geometry (ωB97M-V/def2-TZVPD).

Each atom is followed by the atoms it is bonded to, with distances in Å.
Element x y z (Å)
1 H 0.23928 -1.08668 1.32869  C12 1.105
2 C -1.84369 -0.13171 -0.45806  C8 1.453, C9 1.208
3 H 4.08182 0.25281 0.21549  C6 1.068
4 C 1.84896 -0.00889 0.54942  C6 1.204, C12 1.468
5 H -0.47324 0.74175 -1.19643  C8 1.101
6 C 3.03374 0.12018 0.37543  H3 1.068, C4 1.204
7 H -4.00575 0.36045 -0.56366  C9 1.056
8 C -0.39675 -0.17034 -0.58455  C2 1.453, H5 1.101, H11 1.094, C12 1.556
9 C -2.94965 0.34586 -0.54465  C2 1.208, H7 1.056
10 H 0.04131 0.64509 1.40098  C12 1.095
11 H 0.02171 -0.90941 -1.27375  C8 1.094
12 C 0.40226 -0.15911 0.75111  H1 1.105, C4 1.468, C8 1.556, H10 1.095

Values from the calculation:
E_HOMO: -9.92 eV
Charge: 0
HOMO-LUMO gap: 10.80 eV
Calculated total energy: -232.06558 a.u.
Max |F|: 1.92 eV/A


2.
Entry from OMol25: an isolated molecule of C6H6 at a distorted geometry (ωB97M-V/def2-TZVPD).

Each atom is followed by the atoms it is bonded to, with distances in Å.
Element x y z (Å)
1 C 0.12677 -0.25636 -0.44255  C2 1.454, C9 1.203
2 C -1.00646 -1.16340 -0.52598  C1 1.454, C3 1.550, H4 1.085, H12 1.105
3 C -1.05980 -2.07742 0.72479  C2 1.550, C5 1.222
4 H -0.97504 -1.80288 -1.40216  C2 1.085
5 C -2.01986 -1.68461 1.37135  C3 1.222, H7 1.063
6 H 2.43197 1.66640 0.74165  C10 1.096
7 H -2.85853 -1.14738 1.74261  C5 1.063
8 H 3.09557 0.89461 -0.71843  C10 1.096
9 C 1.05587 0.50391 -0.36457  C1 1.203, C10 1.461
10 C 2.21389 1.39147 -0.29690  H6 1.096, H8 1.096, C9 1.461, H11 1.096
11 H 2.03019 2.30703 -0.87028  C10 1.096
12 H -1.92460 -0.55440 -0.61448  C2 1.105

Values from the calculation:
E_HOMO: -9.37 eV
Charge: 0
HOMO-LUMO gap: 9.66 eV
Calculated total energy: -232.01808 a.u.
Max |F|: 1.52 eV/A


3.
Entry from OMol25: an isolated molecule of C6H6 (ωB97M-V/def2-TZVPD).

Each atom is followed by the atoms it is bonded to, with distances in Å.
Element x y z (Å)
1 C -0.21191 -0.11391 0.41025  C4 1.538, C5 1.472, H7 1.098, C12 1.473
2 C 2.21658 -1.23522 0.36956  H3 1.068, C5 1.204
3 H 3.18681 -1.68144 0.36764  C2 1.068
4 C -1.15394 -0.74548 -0.62894  C1 1.538, H6 1.094, H8 1.094, H11 1.094
5 C 1.12809 -0.72158 0.37379  C1 1.472, C2 1.204
6 H -2.15008 -0.30340 -0.53494  C4 1.094
7 H -0.62973 -0.30555 1.40708  C1 1.098
8 H -0.78437 -0.56353 -1.64215  C4 1.094
9 H -0.10781 3.60519 -0.00147  C10 1.068
10 C -0.12608 2.54292 0.10713  H9 1.068, C12 1.203
11 H -1.22421 -1.82518 -0.46798  C4 1.094
12 C -0.14335 1.34719 0.24002  C1 1.473, C10 1.203

Values from the calculation:
E_HOMO: -10.01 eV
Charge: 0
HOMO-LUMO gap: 11.04 eV
Calculated total energy: -232.08588 a.u.
Max |F|: 0.62 eV/A


4.
Entry from OMol25: an isolated molecule of C6H6 (ωB97M-V/def2-TZVPD).

Each atom is followed by the atoms it is bonded to, with distances in Å.
Element x y z (Å)
1 H -2.87221 0.59036 1.33958  C4 1.095
2 C -0.20182 -0.43407 -0.16011  C5 1.204, C6 1.471
3 H -2.58729 1.72143 0.00648  C4 1.095
4 C -2.59344 0.66237 0.28338  H1 1.095, H3 1.095, C5 1.464, H10 1.095
5 C -1.28294 0.05616 0.04285  C2 1.204, C4 1.464
6 C 1.11240 -1.04324 -0.41447  C2 1.471, H7 1.097, C11 1.471, H12 1.097
7 H 1.21147 -1.96187 0.17734  C6 1.097
8 C 3.17203 0.55718 0.17307  H9 1.068, C11 1.203
9 H 3.99540 1.19004 0.42152  C8 1.068
10 H -3.36907 0.16310 -0.30618  C4 1.095
11 C 2.23916 -0.15280 -0.09684  C6 1.471, C8 1.203
12 H 1.17632 -1.34865 -1.46661  C6 1.097

Values from the calculation:
E_HOMO: -9.57 eV
Charge: 0
HOMO-LUMO gap: 10.55 eV
Calculated total energy: -232.09334 a.u.
Max |F|: 0.54 eV/A


5.
Entry from OMol25: an isolated molecule of C6H6 (ωB97M-V/def2-TZVPD).

Each atom is followed by the atoms it is bonded to, with distances in Å.
Element x y z (Å)
1 C -0.71253 -0.22875 -1.26160  C7 1.205, C8 1.477
2 H 0.38895 1.51752 1.52483  C9 1.097
3 H -1.13365 0.01454 0.58072  C8 1.103
4 H -0.45759 2.20122 0.12253  C9 1.094
5 H 2.24561 -2.50235 1.36255  C12 1.071
6 H -2.51573 -0.96672 -2.38489  C7 1.068
7 C -1.58076 -0.62338 -1.99866  C1 1.205, H6 1.068
8 C -0.15600 0.07126 0.07338  C1 1.477, H3 1.103, C9 1.531, C11 1.473
9 C 0.30943 1.48545 0.43148  H2 1.097, H4 1.094, C8 1.531, H10 1.091
10 H 1.27542 1.76445 0.00782  C9 1.091
11 C 0.77410 -0.96270 0.56003  C8 1.473, C12 1.205
12 C 1.56275 -1.77055 0.98181  H5 1.071, C11 1.205

Values from the calculation:
E_HOMO: -9.78 eV
Charge: 0
HOMO-LUMO gap: 10.68 eV
Calculated total energy: -232.06384 a.u.
Max |F|: 0.93 eV/A


6.
Entry from OMol25: an isolated molecule of C6H6 (ωB97M-V/def2-TZVPD).

Each atom is followed by the atoms it is bonded to, with distances in Å.
Element x y z (Å)
1 H -0.79186 -0.40302 1.41870  C7 1.099
2 C -0.20261 1.27480 0.28958  C7 1.475, C10 1.203
3 C -1.21637 -0.81162 -0.65567  H5 1.094, H6 1.093, C7 1.539, H11 1.094
4 C 2.20923 -0.99157 0.37212  C9 1.203, H12 1.067
5 H -1.28559 -1.89436 -0.51406  C3 1.094
6 H -0.78564 -0.61473 -1.64074  C3 1.093
7 C -0.33794 -0.18576 0.44199  H1 1.099, C2 1.475, C3 1.539, C9 1.475
8 H 0.31403 3.46800 0.01392  C10 1.067
9 C 1.04111 -0.70788 0.42396  C4 1.203, C7 1.475
10 C 0.05580 2.44073 0.14242  C2 1.203, H8 1.067
11 H -2.22396 -0.38656 -0.62249  C3 1.094
12 H 3.25197 -1.21347 0.32692  C4 1.067

Values from the calculation:
E_HOMO: -9.90 eV
Charge: 0
HOMO-LUMO gap: 10.93 eV
Calculated total energy: -232.08321 a.u.
Max |F|: 0.60 eV/A